ORCA calculation (the ωB97M-V functional and the def2-TZVPD basis) on an isolated molecule of C4H3BrN2O3S at a distorted geometry.

energy above the lowest of the compared OMol25 structures with the same formula, charge and spin = 0.393 eV
orbital gap (alpha / beta) = 7.36 / 7.36 eV
SMILES = O=CC1=CN[C@@](Br)([N+](=O)[O-])S1

CARTESIAN COORDINATES (ANGSTROEM)
O: -2.006 2.850 0.867
C: -2.224 1.681 0.760
C: -1.119 0.797 0.339
C: -1.186 -0.556 0.199
N: -0.040 -1.180 -0.128
C: 1.043 -0.302 -0.229
Br: 2.597 -0.742 1.570
N: 2.142 -0.451 -1.290
O: 2.136 -1.541 -1.827
O: 2.938 0.441 -1.456
S: 0.539 1.340 -0.034
H: -3.114 1.074 0.854
H: -1.949 -1.270 0.327
H: 0.244 -2.141 0.047

These are the Mulliken partial charges, in e, on atoms 1 to 6: number 1, O, carries -0.4826; number 2, C, carries -0.0147; number 3, C, carries 0.4373; number 4, C, carries -0.5872; number 5, N, carries -0.0879; number 6, C, carries 0.0366

***

ORCA calculation (the ωB97M-V functional and the def2-TZVPD basis) on a structure of composition C10H8I3O2 at a distorted geometry.

net charge = -1
orbital gap = 6.03 eV

CARTESIAN COORDINATES (ANGSTROEM)
C: -0.689 -2.396 0.276
C: -0.885 -1.851 -0.933
C: -0.019 -1.714 1.241
C: -0.322 -0.652 -1.249
C: 0.496 -0.453 1.014
C: 0.365 0.064 -0.249
C: -1.044 2.533 0.396
C: 0.552 2.472 0.501
C: 0.912 1.534 -0.572
C: 2.396 1.438 -0.803
O: -1.497 1.762 1.223
O: -1.502 3.239 -0.489
I: 3.643 0.708 0.754
I: 2.718 -0.100 -2.489
I: 3.282 3.358 -1.362
H: -1.122 -3.318 0.466
H: -1.496 -2.491 -1.528
H: 0.139 -2.103 2.182
H: -0.522 -0.394 -2.324
H: 0.869 0.067 1.786
H: 0.926 2.337 1.495
H: 0.759 3.550 0.219
H: 0.457 1.915 -1.630

These are the Mulliken partial charges, in e, on atoms 1 to 6: number 1, C, carries -0.4361; number 2, C, carries -0.5373; number 3, C, carries -1.0012; number 4, C, carries -0.1788; number 5, C, carries -0.5073; number 6, C, carries 0.4546

***

It is found that the energy values, taken in the order of the records, are -3461.50937; -1429.43161 a.u..